(1)
{
  "formula": "C21H22CrNO11P2SSb",
  "method": "ωB97M-V with the def2-TZVPD basis set",
  "s_squared": 0.76,
  "multiplicity": 2,
  "homo_lumo_gap_ha": [0.2982, 0.3107],
  "charge": -1,
  "molar_mass_g_mol": 732.17,
  "e_above_lowest_ev": 0.290,
  "symbols": ["O", "H", "C", "H", "H", "C", "C", "C", "H", "O", "H", "C", "C", "C", "O", "H", "Sb", "C", "C", "O", "H", "O", "H", "C", "C", "H", "C", "N", "O", "S", "H", "H", "C", "H", "O", "P", "O", "C", "C", "H", "H", "C", "H", "H", "O", "H", "C", "C", "H", "O", "H", "H", "Cr", "C", "C", "P", "H", "H", "O", "C"],
  "coordinates": [[-1.768283, 2.491287, 2.211715], [2.271352, 1.693632, -3.821182], [3.596390, -0.213846, 0.678436], [0.684318, 0.626121, -5.395509], [-1.353555, 5.089422, 2.869752], [-0.226869, -0.591829, -3.880599], [-0.035415, -2.898304, 0.130624], [0.679313, -0.371111, -1.657063], [0.555895, -5.668331, -1.749039], [-1.459468, 2.318158, -1.786410], [-5.176712, 2.811833, 0.069951], [-0.985365, -5.491618, -0.258919], [0.681929, 0.346922, -4.348260], [-4.432782, 3.103167, 0.811929], [0.641240, 1.066965, 2.962945], [-0.946078, -1.039523, -4.557340], [0.596425, -0.878007, 0.411188], [2.669350, -1.250965, 0.739344], [4.946325, -0.474881, 0.875785], [0.821251, 2.017413, 0.841930], [5.657537, 0.340803, 0.836828], [2.738378, 2.221008, 2.378144], [-4.779053, 4.012032, 1.307711], [-0.230353, -0.946938, -2.538225], [-1.113211, -3.372258, 0.880441], [3.277547, 0.805456, 0.527794], [1.577538, 0.938751, -3.467511], [-2.566727, -1.179768, 3.354072], [-2.104063, 0.749527, 0.219607], [1.305727, 2.281687, 2.283501], [-0.951598, -1.671523, -2.179571], [-1.588181, -2.735292, 1.615694], [1.571247, 0.587193, -2.125341], [4.783624, -3.803946, 1.470844], [-3.265731, 4.410012, -0.829742], [-1.775965, 3.730793, 1.337833], [-3.769500, 1.288179, -1.568332], [5.378030, -1.765896, 1.147388], [4.454491, -2.798429, 1.235550], [-4.326019, 2.315060, 1.557434], [0.077459, 3.532664, 0.273738], [-3.105462, 3.367548, 0.127736], [-4.270680, 0.699011, -0.984844], [-2.461557, 4.419024, -1.371081], [-0.619432, 4.215717, 0.394254], [1.398240, -3.371425, -1.407391], [-1.902110, -0.440051, 2.754541], [0.090228, -5.026296, -1.009233], [-1.356258, -6.498304, -0.412406], [0.751098, 3.528089, 2.785491], [2.251366, 1.080894, -1.444756], [-2.420107, -5.029918, 1.271162], [-0.821040, 0.826551, 1.705477], [-1.583457, -4.667686, 0.684377], [0.562741, -3.735864, -0.815474], [-2.462716, 1.855039, -0.814165], [2.388483, -3.352023, 1.107904], [6.432656, -1.966118, 1.302028], [-2.086367, 5.011520, 2.223693], [3.103936, -2.541331, 1.035554]],
  "atomic_forces_ev_per_a": [[0.6, 0.6, -0.3], [0.0, 0.0, 0.0], [0.1, -0.1, 0.0], [0.0, 0.0, 0.0], [-0.3, 0.1, -0.2], [0.0, 0.0, 0.0], [-0.1, 0.0, 0.0], [-0.1, 0.1, 0.1], [0.0, 0.0, 0.0], [-0.1, 0.0, 0.1], [0.0, 0.0, 0.0], [0.0, 0.0, 0.0], [0.0, 0.0, 0.0], [0.0, 0.1, 0.0], [-0.6, -0.2, -0.3], [0.0, 0.0, 0.0], [0.4, -1.2, -0.7], [-0.1, 0.0, 0.1], [0.0, 0.0, 0.0], [-0.3, 0.4, 0.3], [0.0, 0.0, 0.0], [-0.2, -0.3, -0.1], [0.0, 0.0, 0.0], [0.0, 0.0, 0.0], [0.1, 0.0, -0.1], [0.0, 0.1, 0.0], [0.0, 0.0, 0.0], [0.2, 0.2, -0.3], [0.6, 0.3, -0.2], [0.7, 0.8, 0.1], [0.0, 0.0, 0.0], [0.0, 0.0, 0.0], [0.0, 0.0, 0.0], [0.0, 0.0, 0.0], [0.0, -0.1, 0.2], [-1.1, -0.1, -0.1], [0.0, -0.1, 0.3], [0.0, 0.0, 0.0], [0.0, 0.0, 0.0], [0.0, 0.0, 0.0], [0.2, -0.3, 0.0], [0.3, 0.0, -0.1], [0.1, 0.1, -0.1], [0.0, -0.1, 0.0], [0.1, -0.2, 0.4], [-0.1, 0.0, 0.0], [-0.4, -0.6, 0.7], [0.0, 0.0, 0.0], [0.0, 0.0, 0.0], [-0.1, -0.3, -0.1], [0.0, 0.0, 0.0], [0.0, 0.0, 0.0], [-0.1, 1.0, -0.1], [0.0, 0.0, 0.0], [-0.1, 0.1, 0.1], [-0.1, -0.2, 0.1], [0.1, 0.0, 0.0], [0.0, 0.0, 0.0], [0.2, -0.2, 0.1], [0.0, 0.0, 0.0]]
}


(2)
{
  "formula": "C37H85IN12O11PS",
  "method": "ωB97M-V with the def2-TZVPD basis set",
  "multiplicity": 1,
  "homo_lumo_gap_ha": 0.2217,
  "charge": 1,
  "molar_mass_g_mol": 1064.11,
  "symbols": ["O", "H", "H", "O", "O", "C", "H", "C", "H", "N", "I", "H", "H", "C", "H", "O", "C", "C", "H", "H", "N", "C", "H", "C", "H", "N", "H", "C", "H", "H", "H", "O", "N", "H", "N", "C", "H", "H", "H", "H", "H", "C", "H", "H", "H", "O", "H", "H", "H", "H", "H", "O", "H", "C", "H", "H", "H", "H", "N", "C", "C", "H", "H", "C", "O", "H", "H", "H", "C", "H", "H", "H", "H", "H", "C", "N", "H", "H", "C", "C", "C", "H", "H", "H", "H", "C", "C", "S", "C", "H", "H", "C", "H", "H", "C", "H", "C", "C", "N", "H", "H", "H", "H", "H", "H", "H", "N", "H", "H", "C", "C", "H", "H", "N", "C", "H", "N", "O", "N", "H", "H", "H", "C", "H", "H", "H", "H", "H", "C", "H", "H", "H", "C", "C", "H", "H", "O", "C", "C", "C", "H", "H", "C", "H", "H", "H", "O", "P"],
  "coordinates": [[2.546342, -5.082841, 0.814113], [4.271274, -2.424270, 0.329430], [4.877559, 12.662045, 0.208556], [-2.778718, 0.253340, 6.248790], [-1.333448, 5.285348, -1.809786], [2.969513, -4.489882, 2.009641], [-0.147489, 5.940027, -4.282972], [-2.592237, -0.695290, 5.475232], [-0.374067, 2.307454, -4.763099], [1.392891, -0.946494, 2.023031], [2.094812, 0.943023, 1.174510], [-1.972097, -0.539940, 1.733393], [-0.967637, -0.420923, -0.150629], [5.844464, -6.332877, 0.774309], [0.402924, 5.751315, -0.874299], [4.236931, 10.730742, -3.489339], [-3.786305, 0.440142, -7.569514], [0.024056, -1.320993, 1.405825], [2.714037, -0.963098, 4.572519], [6.774349, -6.348960, 0.216366], [0.178710, -5.117631, 2.265423], [4.880644, 11.057503, -2.510451], [2.660868, 11.388552, -0.081428], [-1.403877, -6.768619, 5.054474], [6.230843, 11.740737, -0.469119], [-1.338751, -4.991082, -0.340928], [4.794060, -6.337994, -1.092790], [-0.328313, -2.875036, 1.332064], [-0.404110, 9.532210, -5.238946], [2.193779, 8.692075, -3.400316], [-2.192890, 3.538966, -3.451133], [-4.114270, -7.381885, 3.263373], [-5.451374, -6.471574, 1.684584], [3.435387, -6.881060, 1.323403], [-1.699317, -2.991428, 1.849335], [2.031970, -3.400241, 2.506694], [1.284287, -0.650575, 2.995905], [0.189763, -5.436438, 5.497796], [2.204330, -4.277144, 4.373001], [0.127200, -6.957076, 3.148482], [-7.169713, -5.410753, 1.130474], [0.510053, 8.936942, -5.279403], [0.434155, -1.183130, -0.622603], [-2.946200, 4.667564, 0.332749], [1.161319, -3.139750, -1.584029], [-1.279829, -2.652169, -1.341682], [-3.527947, -6.186594, 0.914991], [5.971115, -5.675584, 1.627623], [-4.726539, -4.970201, 0.426179], [0.653117, 6.307382, 1.204130], [-1.090499, -7.720548, 4.637793], [-3.398442, 1.317078, -6.816282], [4.738490, -4.784793, -0.289037], [-0.474805, -5.613230, 4.656783], [0.329326, -5.553455, 1.371516], [4.338095, -2.367451, 3.024887], [-0.800200, 0.601366, -5.017150], [-3.056220, -1.398329, -10.026829], [2.291288, -3.361510, 3.962325], [-1.002393, -0.504536, 2.202347], [-2.644177, 5.687415, 0.573834], [5.093593, 10.952259, 0.638039], [-4.519915, -0.320030, -7.255428], [-3.882104, -0.768591, -9.691773], [-2.390008, -0.467540, 4.114717], [0.575593, 8.456607, -6.257406], [5.628346, -7.341095, 1.106627], [-7.424594, -7.128396, 1.483307], [4.803283, -0.713009, 4.888727], [-2.904140, 5.907678, 1.605721], [-0.680411, 0.527551, 2.072353], [3.035526, -5.259971, 2.779932], [-1.497676, 1.206890, -8.790434], [-2.161279, -3.013438, -1.475467], [-2.609986, -2.154362, 5.878671], [-1.209447, 5.840517, 0.387470], [-3.384647, -2.277177, 6.619618], [-4.380939, -0.345799, -10.565141], [-2.244869, 2.718465, -2.747338], [1.439452, 7.895918, -3.285333], [-1.652932, 0.397278, -2.632692], [4.574286, -1.241463, 5.805029], [3.992067, -4.128985, 1.890846], [-1.768034, -3.788373, 2.466998], [2.623182, 10.143300, -1.352980], [5.187963, 11.684836, -0.166015], [0.398892, -5.946341, 3.430570], [2.981104, -2.104281, 0.199465], [-1.072212, -0.772710, 3.694422], [5.975112, 11.188387, -2.547112], [-2.196405, 0.987346, -10.409944], [-0.573071, 6.940282, -4.210948], [1.443902, -6.036803, 3.738164], [-2.816176, 2.252173, -9.325611], [3.749666, -1.510787, 2.731484], [-1.117210, 7.007297, -3.276559], [2.478973, -1.970038, 1.985796], [3.319474, -6.209975, 0.469695], [-3.383737, 0.294957, -8.839728], [-4.064209, -4.966526, 2.080308], [-1.210033, -0.459193, -3.168856], [-0.470677, 5.500939, 2.316840], [-1.688252, 2.973197, -1.855095], [5.092617, 0.286240, 5.190962], [-1.985652, 1.866831, -5.388787], [-2.826277, -2.758059, 5.005636], [4.362730, 11.297249, -1.292861], [-1.249870, 7.112468, -5.044588], [1.366431, 9.596200, -5.152624], [-1.181928, 1.573853, -4.711249], [-2.416336, 1.239558, -9.376551], [-3.283802, 2.536582, -2.468869], [-3.181955, 6.365663, -0.088946], [-0.007589, -0.659941, 0.122575], [-0.387580, 6.236076, 1.512757], [-1.637571, -2.407213, 6.286452], [-1.685407, 1.509640, -3.347191], [1.493628, 7.082608, -2.371535], [0.494777, 7.932305, -4.232695], [-1.599921, -5.210219, 0.612879], [-1.438262, -6.901619, 6.130581], [-1.097363, -4.746832, 4.455277], [4.696907, -5.857781, -0.126150], [1.700606, -2.693262, 4.432074], [4.387888, -0.954365, 2.054877], [-4.593144, -1.383022, -9.144630], [-0.414339, -0.065708, 4.214373], [-0.709632, 7.208177, 1.890857], [0.496097, -3.729136, 2.346037], [2.759516, -6.752208, -0.283281], [-0.778890, -1.782980, 3.978303], [2.408671, 11.847027, -1.781934], [-5.191109, -7.310384, 2.699568], [3.559344, -0.632132, 3.979111], [-6.050922, -7.937563, 2.985036], [3.462197, 0.401261, 3.673484], [-2.064364, 0.292647, -1.475944], [-6.744561, -6.411106, 1.030352], [-4.381788, -5.596500, 1.244898], [2.927382, 11.162400, -1.110046], [5.645163, -1.178087, 4.390272], [0.062313, -3.387396, 3.282997], [-0.684016, 5.612855, -0.829633], [-2.427330, -6.621571, 4.737116], [-6.639271, -6.646421, -0.030015], [-2.393293, -3.041304, 1.120790], [0.867703, -3.931448, -1.118165], [-0.515333, -3.670222, -0.376625]],
  "atomic_forces_ev_per_a": [[-0.3, 0.2, 0.2], [0.0, 0.0, 0.3], [0.1, 0.0, 0.1], [0.5, -2.8, -2.4], [-0.2, 0.0, 0.3], [0.2, -0.6, -0.5], [-0.1, -0.1, 0.1], [-0.6, 2.5, 1.8], [0.0, 0.0, 0.0], [0.6, -0.1, -0.1], [-0.2, 0.1, 0.2], [-0.3, -0.4, 0.0], [0.3, 0.1, -0.5], [-0.2, 0.3, -0.6], [0.0, 0.0, 0.0], [-0.2, -0.1, 0.0], [-0.1, 0.0, 0.1], [-0.9, 0.8, -1.2], [-0.3, 0.3, 0.0], [0.2, 0.0, 0.0], [-0.7, 0.2, 0.4], [0.2, 0.0, -0.1], [0.1, 0.0, 0.0], [-0.2, -0.1, 0.2], [0.0, 0.0, 0.0], [0.3, 0.4, 0.7], [0.0, 0.0, -0.2], [-0.2, -0.2, 0.3], [0.0, 0.0, -0.1], [0.0, 0.0, 0.0], [0.1, 0.0, 0.0], [0.0, 0.0, 0.0], [-0.2, 0.1, -0.1], [0.0, 0.0, 0.3], [0.2, 0.4, 0.1], [-0.6, 0.8, 1.2], [-0.1, -0.2, 0.1], [0.0, 0.5, 0.2], [-0.3, 0.0, 0.2], [0.0, -0.2, -0.3], [-0.1, 0.0, 0.0], [-0.1, -0.1, 0.1], [-0.1, 0.1, -0.1], [-0.1, 0.0, 0.0], [0.4, -0.1, -0.2], [0.5, 0.7, 0.1], [0.0, 0.0, -0.1], [0.0, 0.0, 0.3], [0.0, 0.0, 0.0], [0.0, 0.0, -0.1], [0.1, -0.1, -0.1], [-0.1, 0.0, -0.1], [0.0, 0.2, -0.1], [0.2, -0.7, -0.1], [0.4, -0.1, 0.0], [-0.2, -0.5, 0.0], [0.0, 0.0, 0.0], [0.0, -0.1, 0.0], [0.6, 0.1, -0.3], [0.7, 0.3, 0.4], [0.1, 0.0, -0.2], [0.1, 0.0, 0.0], [0.0, 0.0, 0.0], [0.1, 0.2, 0.0], [-0.1, 0.0, 0.8], [0.0, 0.1, 0.0], [0.1, -0.2, 0.2], [0.0, 0.0, 0.0], [-0.4, 0.3, 0.1], [0.0, 0.0, 0.0], [0.0, 0.2, 0.0], [-0.1, -0.1, 0.2], [0.0, 0.0, 0.0], [-0.3, -0.1, -0.2], [-0.1, 0.8, -0.5], [-0.1, 0.0, 0.1], [0.0, -0.1, 0.3], [0.0, -0.1, 0.0], [-0.2, -0.5, 0.0], [0.3, 0.1, 0.1], [0.0, -0.1, 0.0], [0.1, -0.4, 0.1], [0.1, 0.3, 0.1], [-0.1, -0.3, -0.3], [-0.1, 0.0, 0.0], [-0.2, 0.0, 0.0], [-0.4, -0.5, 0.0], [-0.6, 0.2, -0.3], [-0.1, 0.4, 0.0], [0.0, 0.0, 0.0], [0.0, 0.0, 0.0], [0.2, 0.2, 0.0], [0.2, 0.1, 0.0], [0.0, 0.0, 0.0], [-0.1, 0.8, 0.5], [-0.1, -0.1, 0.0], [1.4, -1.1, -1.1], [0.3, 0.0, -0.7], [0.0, -0.1, -0.2], [0.1, 0.0, -0.1], [0.0, 0.0, 0.0], [0.0, 0.0, 0.1], [0.0, 0.1, 0.1], [0.2, 0.2, 0.0], [0.2, -0.1, 0.1], [0.0, -0.2, -0.1], [0.1, 0.1, 0.2], [0.1, 0.1, 0.0], [0.0, 0.0, 0.0], [-0.1, 0.3, 0.1], [-0.1, 0.0, 0.2], [0.0, 0.1, 0.0], [-0.1, 0.0, 0.0], [0.3, -0.6, 0.4], [-0.2, 0.0, 0.0], [0.1, -0.2, 0.2], [0.0, 0.1, -0.2], [-0.1, 0.1, -0.1], [-0.1, 0.0, -0.2], [-0.1, -0.4, -0.1], [0.1, 0.1, 0.2], [0.1, 0.4, 0.1], [0.1, -0.4, 0.7], [-0.2, -0.2, 0.3], [0.0, 0.2, -0.2], [0.0, 0.0, 0.0], [0.2, -0.1, 0.1], [0.1, 0.0, 0.1], [0.7, 0.3, -0.9], [-0.4, 0.0, 0.0], [-0.1, -0.2, -0.1], [-0.1, 0.0, 0.0], [0.0, -0.2, 0.1], [0.8, -0.5, 0.0], [0.0, 0.0, 0.0], [-0.5, 0.2, 0.0], [-0.1, 0.1, 0.1], [0.2, 0.1, 0.0], [0.0, -0.1, 0.1], [0.1, -0.1, -0.3], [0.2, -0.1, 0.0], [0.1, 0.1, 0.2], [0.2, 0.0, -0.1], [-0.2, 0.1, -0.3], [-0.1, 0.0, 0.0], [-0.2, -0.1, 0.1], [-0.3, 0.8, 0.0], [-0.5, -1.9, -0.3]]
}